Computed, not measured: a molecular structure, C43H50Br2F6GeKN3O4PSbSe in a non-equilibrium geometry, with ωB97M-V/def2-TZVPD.

Each line ends with the Mulliken spin population.
Geometry (Å):
H  6.20  1.08  -0.01  0.000
H  -5.42  2.69  -1.21  0.000
H  -0.31  1.92  -4.63  0.006
H  -5.21  3.99  2.37  0.000
C  2.06  -3.46  -1.69  0.002
Sb  0.90  4.66  -1.76  0.001
C  0.34  0.28  4.24  0.001
C  3.30  3.46  5.84  0.000
C  -0.90  -1.08  2.21  -0.009
H  -5.95  4.44  0.83  0.000
Br  6.37  -5.10  -0.46  0.000
H  2.57  -0.28  1.80  0.002
H  -6.46  2.09  0.92  0.000
C  -5.18  3.81  1.30  0.000
H  -4.50  1.25  -0.76  0.000
N  -3.84  4.11  0.76  0.000
H  0.85  0.81  5.04  0.000
H  -4.52  -3.31  1.57  0.000
H  -0.21  3.90  4.33  0.000
Se  -1.25  -1.68  -1.64  0.027
C  -0.79  -1.38  -3.39  -0.033
H  -2.90  0.04  -2.37  0.000
H  -3.46  -1.62  -2.81  0.000
C  1.94  -2.93  1.87  -0.001
C  1.73  3.04  4.05  0.000
C  -4.10  -2.85  0.67  0.000
O  0.94  -2.98  -2.03  -0.005
H  3.76  2.34  4.07  0.000
C  5.26  1.29  0.48  0.002
H  -4.89  1.69  1.63  0.000
H  -3.74  5.06  0.44  0.000
C  0.78  3.77  4.76  0.000
H  -4.43  -6.09  0.10  0.000
F  1.31  4.45  -3.59  0.000
C  3.65  2.88  1.28  0.002
C  -0.70  1.39  -5.50  -0.008
C  4.65  -4.43  -0.91  0.000
H  3.45  -3.21  3.39  0.000
C  -0.43  -0.84  4.55  0.000
C  -3.84  -5.65  -0.71  0.000
H  -1.71  -2.36  3.75  0.000
Br  2.55  -3.97  -4.44  0.000
P  1.19  2.32  2.44  -0.002
C  -1.80  -3.52  -1.64  0.005
F  2.41  5.73  -1.44  0.000
H  -2.33  -3.68  -2.58  0.000
C  -0.11  -0.03  -5.60  0.020
C  -3.51  3.13  -0.29  0.000
H  -4.53  -5.35  -1.51  0.000
C  1.07  4.33  5.99  0.000
H  -1.79  -0.82  -6.74  0.000
H  -2.30  3.41  1.58  0.000
O  -1.75  2.64  1.29  0.000
H  -0.43  1.95  -6.39  0.000
C  2.82  1.84  1.72  -0.006
H  3.32  3.91  1.41  0.000
H  -1.18  -5.69  1.05  0.000
C  4.44  0.25  0.88  -0.009
H  -4.91  -2.66  -0.03  0.000
Ge  -2.82  -4.13  -0.06  -0.001
H  5.10  -4.16  1.79  0.000
C  3.22  0.53  1.50  0.017
H  -3.18  -6.43  -1.11  0.000
F  -0.61  3.50  -2.00  0.003
O  -1.91  1.36  -0.52  -0.028
H  -2.00  -4.70  2.27  0.000
H  2.58  4.61  7.50  0.000
H  0.31  4.88  6.53  0.000
H  -0.45  -0.20  -7.73  0.000
C  -3.04  -0.98  -2.04  0.005
H  4.93  -4.82  -2.98  0.000
H  1.68  0.62  -6.60  0.000
H  -3.62  -1.00  -1.12  0.000
C  2.49  -3.48  -0.28  0.001
C  -5.41  2.35  0.93  0.000
N  1.59  -3.02  0.62  0.010
H  1.84  0.52  -4.84  0.005
O  2.10  0.02  -2.21  0.275
H  4.30  3.34  6.25  0.000
C  2.34  4.17  6.54  0.000
C  4.86  2.61  0.68  0.000
H  1.85  -0.96  -5.79  -0.001
K  0.47  1.50  -0.60  0.017
H  5.49  3.43  0.34  0.000
C  -0.48  -0.77  -4.39  -0.001
H  -0.69  -4.01  1.30  0.001
C  4.26  -4.45  -2.22  0.001
C  -0.16  0.04  1.81  -0.003
C  3.00  -3.95  -2.60  -0.005
C  3.21  -3.32  2.34  0.002
H  -0.30  -1.76  -6.91  0.000
C  3.00  2.90  4.60  0.000
H  1.21  -2.53  2.56  -0.001
H  4.73  -0.78  0.71  -0.006
H  -1.79  1.35  -5.42  0.000
C  4.12  -3.84  1.46  -0.006
F  -0.17  6.16  -2.15  0.000
F  1.96  3.10  -1.42  0.007
C  -2.31  2.28  0.15  -0.002
H  -0.86  -4.06  -1.65  0.000
C  -0.71  -0.75  -6.82  0.000
H  -1.39  -1.69  1.44  -0.001
C  0.43  0.71  2.92  0.010
H  -3.64  -1.91  0.96  0.000
C  -1.08  -1.50  3.52  0.000
C  3.78  -3.94  0.09  -0.001
C  -1.54  -4.69  1.28  0.000
C  -4.76  2.26  -0.46  0.000
H  -0.53  -1.17  5.58  0.000
F  0.38  4.73  0.05  0.000
C  1.41  0.04  -5.71  0.007
N  1.56  -0.55  -1.37  0.700
H  -3.19  3.61  -1.21  0.000

Results
Molar mass   1290.09 g/mol
Orbital gap (spin up / spin down)   5.8264 / 5.8242 eV
Total charge   -1
E_LUMO (spin up / spin down)   1.7 / 1.7 eV
HOMO energy (spin up / spin down)   -4.13 / -4.13 eV
Spin multiplicity   2
⟨S²⟩   0.7528